Record 1
The following is a quantum chemistry calculation of C16H20MnNO2 as an isolated structure, from the OMol25 dataset.

XYZ file:
```
40
Properties=species:S:1:pos:R:3:forces:R:3
Mn -0.009 0.213 1.120 0.27 0.92 0.18
O -0.097 -0.962 -1.025 0.37 -1.25 -0.77
O -0.036 0.023 5.583 -0.02 0.49 1.30
N -0.101 -0.393 3.188 0.12 -0.93 7.08
C 2.248 -0.671 1.359 0.48 -0.04 0.22
C 2.230 0.091 0.146 0.68 0.33 0.25
C -1.656 -0.583 -2.879 0.03 0.24 -0.14
C -2.178 0.089 2.036 -1.34 0.26 -0.61
C -1.535 1.288 2.426 -1.67 1.36 -1.90
C 1.585 1.478 1.881 1.24 -0.33 0.47
C 0.490 -1.952 -2.841 -0.02 0.17 -0.11
C -1.185 2.018 1.233 -1.07 -0.24 0.48
C -0.092 -0.169 4.409 0.01 -1.91 -6.14
C 0.559 0.637 -2.797 -0.14 -0.02 -0.07
C -2.289 0.082 0.603 -0.73 -0.23 0.32
C 0.404 -2.309 -1.360 -0.24 1.01 -0.02
C 1.943 0.197 2.437 1.84 1.29 -1.71
C 1.805 1.402 0.448 0.63 0.11 -0.11
C -1.694 1.274 0.113 -0.58 0.65 -0.22
C -0.200 -0.624 -2.440 0.15 -0.41 -0.33
H -0.357 -3.055 -1.142 0.13 -0.13 0.29
H -2.253 -1.283 -2.291 0.06 0.05 -0.06
H 2.563 -1.721 1.499 -0.17 0.77 -0.28
H -1.384 1.730 3.386 0.26 -0.38 0.45
H -2.863 -0.669 0.013 0.78 0.68 0.56
H 0.084 1.495 -2.322 0.11 0.05 0.12
H -1.741 -0.843 -3.939 0.03 0.03 0.05
H -0.091 -2.593 -3.516 0.25 0.18 0.08
H 2.168 -0.072 3.446 -0.44 0.12 0.32
H 1.601 0.572 -2.482 -0.13 0.05 0.02
H -2.050 0.424 -2.753 -0.21 -0.03 0.12
H 1.278 2.393 2.440 0.36 -1.04 -0.54
H 1.804 2.281 -0.238 -0.30 -0.97 0.57
H 2.680 -0.249 -0.789 -0.58 0.04 0.12
H 1.519 -1.818 -3.205 -0.33 -0.08 0.03
H -0.733 3.031 1.229 -0.32 -0.97 -0.16
H -1.816 1.707 -0.885 0.40 -0.47 0.32
H 0.528 0.794 -3.880 -0.03 -0.08 -0.02
H 1.366 -2.506 -0.893 -0.14 -0.10 0.34
H -2.494 -0.747 2.684 0.29 0.82 -0.49
```
Positions in Å, forces in eV/Å.

Calculated values
⟨S²⟩ ... 3.8112
Frontier orbital gap (alpha / beta) ... 5.07 / 5.33 eV
Total energy ... -53817.9327 eV
E_LUMO (alpha / beta) ... 0.10336 / 0.10324 hartree
Net charge ... -1
Spin multiplicity ... 4
HOMO level (alpha / beta) ... -2.26 / -2.52 eV

---

Record 2
The following is a quantum chemistry calculation of C16H20N3O3PtS5 as an isolated structure, from the OMol25 dataset.

XYZ file:
```
48
Properties=species:S:1:pos:R:3:forces:R:3
Pt 0.335 -1.222 -1.349 -0.02 -0.06 0.01
S 1.016 -5.955 -0.584 0.00 0.00 0.00
S -0.322 -8.415 -1.596 -0.01 0.00 0.01
S -0.986 -2.644 -2.473 0.03 0.00 0.06
S 1.457 -2.949 -0.388 0.02 0.06 -0.06
S -1.149 -5.681 -2.443 0.00 0.00 0.00
O -2.077 0.708 -3.453 -0.01 0.00 0.01
O -0.432 4.708 -2.174 0.01 0.00 -0.01
O 1.281 0.597 -0.516 0.00 -0.03 0.00
N -0.357 0.654 -1.950 -0.03 0.02 0.02
N -2.315 -0.210 1.306 -0.07 0.10 0.04
N -1.234 2.683 -2.748 -0.02 0.00 0.01
C -0.376 3.499 -2.068 -0.01 0.00 0.02
C 0.514 1.322 -1.201 0.04 -0.01 0.02
C -0.776 -2.915 2.746 -0.01 0.01 -0.01
C -1.246 -1.104 4.438 0.00 0.00 -0.01
C -1.274 1.272 -2.754 0.04 0.01 -0.04
C -0.930 3.060 0.828 0.01 0.00 0.00
C -1.621 -0.731 2.059 -0.01 -0.07 -0.06
C -0.737 -1.408 3.024 0.02 0.02 -0.01
C 2.355 2.675 -3.084 0.00 0.00 0.00
C 0.684 -0.863 2.837 0.00 0.01 0.00
C 0.650 2.821 -1.174 -0.01 0.00 0.01
C -0.161 -6.770 -1.542 0.01 -0.01 -0.01
C -0.417 -4.192 -1.902 0.00 -0.01 0.00
C 0.597 -4.322 -1.032 0.00 -0.01 0.01
C 2.059 3.188 -1.680 0.00 -0.01 -0.01
C 0.461 3.327 0.269 0.00 0.00 -0.01
H 2.138 4.276 -1.645 0.00 0.00 0.00
H -0.426 -3.127 1.736 0.00 -0.01 0.00
H 1.348 -1.350 3.554 0.01 0.00 -0.01
H 0.714 0.215 3.006 0.00 0.00 0.01
H -1.919 3.129 -3.341 0.00 0.00 0.00
H 1.653 3.085 -3.814 0.00 0.00 0.00
H -0.997 3.400 1.863 0.00 0.00 0.00
H 2.774 2.770 -0.969 0.00 0.00 0.00
H -1.788 -3.306 2.863 0.00 0.00 0.00
H 1.220 2.834 0.880 0.00 0.00 0.00
H -0.601 -1.603 5.164 0.00 0.00 0.00
H -1.694 3.594 0.259 0.00 0.00 0.00
H -2.265 -1.466 4.573 0.00 0.00 0.00
H -1.178 1.997 0.813 0.00 0.00 0.00
H 0.674 4.398 0.264 0.00 0.00 0.00
H -1.230 -0.032 4.638 0.00 0.00 0.00
H -0.121 -3.425 3.455 0.00 0.00 0.00
H 3.359 2.965 -3.394 0.00 0.00 0.00
H 1.045 -1.066 1.830 0.01 -0.01 -0.01
H 2.296 1.585 -3.131 0.00 0.00 0.00
```
Positions in Å, forces in eV/Å.

Calculated values
Frontier orbital gap ... 6.69 eV
Total energy ... -84958.5915 eV
Energy above the lowest of the compared OMol25 structures with the same formula, charge and spin ... 0.0 kJ/mol
E_LUMO ... 0.09317 hartree
Net charge ... -1
Spin multiplicity ... 1
HOMO level ... -4.16 eV

---

Record 3
The following is a quantum chemistry calculation of the molecule C16H20N4O2S, from the OMol25 dataset.

XYZ file:
```
43
Properties=species:S:1:pos:R:3:forces:R:3
S 3.560 2.784 0.594 0.51 0.51 0.21
O -4.182 -1.476 -0.081 -0.03 0.11 0.03
O -5.008 0.537 0.482 0.24 0.24 0.05
N 3.610 -1.678 0.188 -0.22 -0.22 0.27
N 2.509 -1.742 2.100 -0.12 0.13 0.58
N 2.384 0.844 -0.749 -0.66 0.17 0.18
N 1.133 1.950 0.898 -0.05 0.13 0.29
C -4.009 -0.328 0.251 -0.09 -0.27 -0.06
C 3.513 0.788 -1.653 0.57 0.10 0.03
C -0.115 1.353 0.750 -0.54 -0.27 -0.20
C 4.619 -1.361 -0.787 0.59 0.35 -0.32
C -6.335 0.049 0.293 -0.46 -0.34 -0.18
C 3.537 -1.245 1.470 0.15 0.09 -0.04
C -0.281 0.000 0.452 0.15 0.17 0.07
C -2.512 1.624 0.796 -0.04 -0.23 -0.01
C -1.549 -0.522 0.302 -0.33 0.14 -0.06
C 2.545 -2.516 0.010 -0.25 -0.18 -0.04
C 4.757 0.142 -1.034 -0.30 -0.27 -0.08
C -1.249 2.149 0.947 0.21 -0.02 -0.02
C -6.737 0.082 -1.175 0.27 0.03 0.31
C -2.676 0.283 0.452 0.28 0.06 0.04
C 1.880 -2.544 1.202 0.05 -0.13 -0.23
C 2.301 1.777 0.217 0.01 -0.04 -0.17
H -6.627 1.087 -1.574 -0.04 0.08 -0.05
H 4.357 -1.872 -1.719 0.03 -0.03 0.13
H 1.158 2.769 1.494 0.14 -0.18 -0.15
H 4.246 -0.569 1.904 0.23 0.22 0.01
H -6.108 -0.597 -1.746 -0.01 -0.04 -0.06
H -1.122 3.189 1.211 0.01 0.11 -0.02
H 0.994 -3.085 1.471 -0.19 -0.16 -0.04
H 0.569 -0.662 0.409 0.08 -0.01 -0.01
H 5.584 -1.751 -0.444 -0.14 -0.04 -0.12
H -1.688 -1.568 0.075 -0.01 -0.09 -0.02
H -6.967 0.710 0.890 0.10 -0.10 -0.04
H 5.594 0.301 -1.715 0.07 0.01 0.01
H 4.983 0.654 -0.100 0.08 0.01 -0.09
H -3.382 2.246 0.937 -0.05 0.06 0.01
H 2.359 -3.011 -0.922 0.02 -0.10 -0.20
H -6.395 -0.974 0.678 -0.03 0.21 0.01
H 1.539 0.363 -1.016 0.06 -0.01 0.02
H -7.773 -0.230 -1.276 -0.13 -0.03 -0.04
H 3.204 0.238 -2.543 -0.05 0.01 0.02
H 3.781 1.812 -1.940 -0.11 -0.16 -0.05
```
Positions in Å, forces in eV/Å.

Calculated values
Frontier orbital gap ... 8.61 eV
Total energy ... -37808.3325 eV
Energy above the lowest of the compared OMol25 structures with the same formula, charge and spin ... 108.9 kJ/mol
E_LUMO ... 0.01067 hartree
Spin multiplicity ... 1
HOMO level ... -8.32 eV
Structure (SMILES) ... CCOC(=O)c1ccc(NC(=S)NCCCn2ccnc2)cc1

---

Record 4
The following is a quantum chemistry calculation of C16H20N4O5SW as an isolated structure, from the OMol25 dataset.

XYZ file:
```
47
Properties=species:S:1:pos:R:3:forces:R:3
W -0.555 -0.936 -0.061 0.24 -0.43 0.33
S -0.431 1.174 -1.372 0.09 -0.05 0.09
O -3.995 0.193 1.621 0.09 0.01 -0.14
O -1.847 -0.168 1.110 0.32 -0.06 -0.05
O 0.037 -1.651 -2.030 -0.07 0.10 -0.03
O -1.286 -4.721 -0.737 -0.11 0.17 0.15
O -0.721 -2.823 0.304 0.35 0.39 0.05
N -0.311 2.418 1.117 -0.08 0.03 -0.21
N 0.907 -0.706 0.840 -0.48 0.49 -0.31
N -2.516 -1.489 -1.130 -0.19 -0.06 0.01
N 0.792 3.424 -0.437 -0.05 -0.12 0.02
C 3.429 0.759 3.029 0.03 -0.01 0.02
C 0.918 4.178 0.710 -0.03 0.06 0.12
C 1.387 3.750 -1.732 0.07 0.00 -0.13
C 2.059 -0.536 1.549 0.58 -0.23 0.29
C -0.998 -2.112 -2.970 -0.12 -0.04 -0.01
C -1.566 -3.620 -0.394 -0.26 -0.40 -0.42
C -3.206 -0.142 0.810 -0.39 0.03 0.05
C 0.043 2.348 -0.177 -0.11 0.00 0.07
C 0.226 3.550 1.687 0.01 0.10 -0.01
C 4.406 -0.231 2.966 -0.01 0.04 0.01
C 2.249 0.614 2.328 -0.06 -0.11 -0.05
C -3.518 -0.522 -0.636 -0.01 0.13 0.10
C -2.288 -1.402 -2.595 0.17 -0.03 -0.05
C 4.211 -1.374 2.201 -0.01 -0.05 -0.03
C 3.039 -1.538 1.487 -0.06 0.16 0.04
C -2.858 -2.879 -0.706 0.06 -0.10 0.03
H 5.325 -0.112 3.523 0.00 0.01 0.00
H -4.541 -0.894 -0.699 0.03 -0.03 -0.01
H -3.441 -2.847 0.217 -0.03 0.06 -0.01
H 2.861 -2.427 0.897 0.00 -0.01 -0.01
H -0.898 1.738 1.581 -0.08 0.01 -0.01
H -3.447 0.396 -1.224 -0.01 0.00 0.02
H -3.112 -1.847 -3.158 -0.03 0.02 0.02
H -1.070 -3.196 -2.889 0.00 0.02 0.00
H 1.471 1.364 2.377 0.15 -0.09 0.05
H -3.441 -3.402 -1.464 0.02 0.02 -0.01
H 0.062 3.809 2.718 0.00 0.01 -0.01
H 1.479 5.096 0.725 -0.01 0.00 0.00
H 1.801 4.752 -1.676 0.00 0.00 0.02
H -2.226 -0.345 -2.856 0.00 -0.02 -0.03
H 3.591 1.638 3.638 0.00 0.00 0.00
H 4.972 -2.141 2.167 0.00 0.00 0.00
H 2.178 3.041 -1.966 -0.01 0.00 0.01
H 0.625 3.722 -2.507 -0.01 0.01 0.01
H 0.894 -2.064 -2.210 0.03 -0.04 0.00
H -0.690 -1.837 -3.976 0.00 0.00 0.01
```
Positions in Å, forces in eV/Å.

Calculated values
Frontier orbital gap ... 7.10 eV
Total energy ... -45763.1603 eV
Energy above the lowest of the compared OMol25 structures with the same formula, charge and spin ... 0.0 kJ/mol
E_LUMO ... -0.28503 hartree
Net charge ... +2
Spin multiplicity ... 1
HOMO level ... -14.86 eV

---

Record 5
The following is a quantum chemistry calculation of C16H20NO2Tl as an isolated structure, from the OMol25 dataset.

XYZ file:
```
40
Properties=species:S:1:pos:R:3:forces:R:3
Tl -0.879 0.424 1.794 0.63 -0.47 -0.30
O -1.442 -0.091 -0.311 -0.42 0.43 -0.67
O 0.121 0.148 5.905 0.16 -0.18 0.41
N -0.441 1.325 3.882 0.20 -0.56 2.39
C -0.155 0.717 4.892 -0.66 0.99 -1.87
C 2.528 0.820 1.588 -0.28 0.52 -0.32
C 0.699 -2.283 2.926 -0.15 -0.29 -0.53
C -0.843 0.300 -3.236 0.21 0.12 -0.01
C 1.117 -2.500 1.583 -0.81 -0.27 0.23
C -0.163 1.446 -3.862 0.48 0.34 -0.11
C -2.107 0.501 -2.538 -0.89 0.44 0.46
C -0.039 -2.605 0.762 0.08 -0.15 0.73
C 1.729 1.947 1.924 0.37 -0.27 -0.41
C -0.320 -1.055 -3.414 0.46 -0.57 0.05
C 2.371 0.569 0.199 -0.19 0.84 -0.09
C 1.065 2.388 0.735 0.24 -0.36 -0.05
C -1.960 0.969 -1.058 0.34 -0.77 0.37
C -0.723 -2.250 2.943 0.36 0.15 -0.40
C 1.485 1.545 -0.333 0.54 -0.22 0.35
C -1.180 -2.424 1.592 0.57 -0.34 -0.07
H -0.781 -1.562 -4.280 -0.03 -0.10 -0.03
H -0.049 -2.850 -0.303 -0.03 0.38 0.33
H 0.909 1.236 -3.978 -0.13 0.16 0.04
H -2.679 1.294 -3.045 -0.15 -0.01 -0.08
H 1.669 2.420 2.900 -0.13 -0.24 -0.25
H 2.875 -0.205 -0.378 -0.21 0.05 0.17
H 1.224 1.659 -1.386 -0.12 -0.15 0.30
H 0.407 3.252 0.646 0.15 -0.12 0.05
H -1.356 -2.161 3.823 0.13 0.08 -0.13
H 3.169 0.260 2.269 -0.29 0.08 -0.11
H 1.356 -2.199 3.789 -0.19 0.15 -0.16
H -0.547 1.666 -4.874 -0.07 0.03 -0.07
H -2.708 -0.424 -2.562 0.09 0.27 0.19
H -2.214 -2.466 1.258 0.16 0.04 0.10
H -1.299 1.861 -1.019 -0.22 -0.15 -0.13
H -0.268 2.371 -3.277 0.01 -0.19 -0.08
H 0.761 -1.031 -3.599 -0.11 -0.14 0.06
H -0.514 -1.674 -2.526 0.06 0.14 -0.15
H 2.143 -2.589 1.234 -0.15 0.13 0.10
H -2.957 1.251 -0.665 -0.01 0.22 -0.30
```
Positions in Å, forces in eV/Å.

Calculated values
Frontier orbital gap (alpha / beta) ... 4.97 / 5.08 eV
Total energy ... -27190.1118 eV
Energy above the lowest of the compared OMol25 structures with the same formula, charge and spin ... 0.0 kJ/mol
E_LUMO (alpha / beta) ... 0.17769 / 0.17288 hartree
Net charge ... -2
Spin multiplicity ... 1
HOMO level (alpha / beta) ... -0.14 / -0.37 eV

---

Record 6
The following is a quantum chemistry calculation of C16H21AuN4SSi as an isolated structure, from the OMol25 dataset.

XYZ file:
```
44
Properties=species:S:1:pos:R:3:forces:R:3
Au -0.225 0.074 0.317 -1.07 -0.25 2.13
S -2.807 0.296 0.038 1.59 0.33 -1.13
Si 0.906 0.515 -1.757 0.30 0.29 -4.55
N 1.397 -0.024 2.022 -0.75 0.04 -1.60
N -1.183 -0.591 2.420 0.93 0.39 -0.68
N -4.598 -0.912 1.500 0.38 0.19 -0.04
N -2.503 -0.854 2.435 -1.06 -0.61 0.93
C -0.232 0.424 -3.384 0.83 -0.18 3.24
C -0.429 -0.682 3.454 -0.79 -0.17 0.08
C 1.625 2.288 -1.796 -0.33 -0.58 1.19
C 1.004 -0.409 3.241 0.38 -0.06 0.51
C 0.333 0.888 -4.550 -0.25 0.47 -0.54
C 1.934 -0.540 4.274 -0.35 0.07 -0.45
C 2.174 -0.853 -2.249 -0.30 0.21 1.83
C 3.272 -0.275 4.021 0.13 0.09 -0.30
C -2.341 0.124 -4.440 0.04 -0.40 0.33
C -0.475 1.008 -5.673 0.52 -0.17 0.10
C -1.534 -0.008 -3.313 -0.85 0.31 -0.73
C -3.322 -0.552 1.407 0.23 -0.28 0.45
C -1.797 0.611 -5.612 -0.33 -0.01 -0.44
C -0.885 -1.030 4.830 -0.13 -0.11 0.00
C 3.656 0.117 2.748 -0.28 -0.06 0.29
C 2.668 0.234 1.781 0.75 0.19 -0.20
H -0.453 -1.979 5.148 -0.01 -0.04 0.00
H -4.973 -1.437 2.276 0.01 0.08 0.07
H -1.967 -1.102 4.918 0.05 0.03 0.06
H 1.697 -1.790 -2.516 -0.28 0.01 0.02
H 4.002 -0.370 4.811 0.06 -0.03 0.06
H 1.368 1.184 -4.608 0.18 0.13 0.03
H 2.906 0.555 0.777 0.13 -0.02 -0.02
H 2.228 2.497 -0.917 0.21 0.17 0.10
H -0.042 1.401 -6.581 -0.09 -0.07 -0.15
H 2.260 2.433 -2.669 0.02 -0.39 -0.16
H 2.765 -0.524 -3.102 -0.12 0.45 -0.08
H 2.853 -1.050 -1.424 0.40 -0.22 -0.03
H -0.550 -0.264 5.529 -0.03 0.04 0.03
H -5.239 -0.645 0.768 -0.01 -0.07 -0.05
H -2.403 0.641 -6.508 -0.07 0.19 0.02
H -2.914 -1.323 3.244 0.25 0.16 -0.24
H 4.686 0.328 2.511 0.05 0.04 -0.07
H 0.842 3.041 -1.834 -0.20 -0.07 0.00
H -1.959 -0.421 -2.412 0.00 0.00 0.13
H -3.378 -0.174 -4.386 -0.06 -0.07 -0.15
H 1.633 -0.850 5.262 -0.09 0.00 0.03
```
Positions in Å, forces in eV/Å.

Calculated values
Frontier orbital gap ... 4.82 eV
Total energy ... -45282.7770 eV
Energy above the lowest of the compared OMol25 structures with the same formula, charge and spin ... 72.7 kJ/mol
E_LUMO ... -0.33741 hartree
Net charge ... +2
Spin multiplicity ... 1
HOMO level ... -14.00 eV